# C24H56BFN3O8

A cluster of 5 separate species, C24H56BFN3O8 in total (the ωB97M-V functional and the def2-TZVPD basis, the OMol25 dataset).

The geometry in XYZ format:
```
93
Properties=species:S:1:pos:R:3:mulliken_charge:R:1
N -3.33304 7.27214 -6.68875 -0.532
B -2.40995 7.44510 -5.52720 0.659
O -1.71580 8.68753 -5.49910 -0.635
C -2.24596 6.31093 -4.37746 0.895
C -0.74189 5.77209 -4.38569 -1.139
C 0.15887 6.20640 -5.59529 -0.226
O 1.42651 5.52078 -5.46092 -0.519
C -2.51467 6.64995 -2.87108 -0.130
C -3.84589 7.28713 -2.30750 -1.050
C -4.91669 7.82291 -3.29789 -0.123
F -4.79200 9.21735 -3.47048 -0.320
N -2.53651 5.27794 -2.24028 0.007
C -2.93647 4.32889 -3.03723 -0.421
C -3.13953 5.00751 -4.44445 -0.515
O -4.43665 5.04784 -5.05553 -0.136
N -5.07563 3.86417 -4.72272 0.032
O -6.21857 4.06648 -4.55956 -0.296
H -4.16843 7.82376 -6.46324 0.219
H -2.92843 7.70972 -7.52028 0.248
H -1.17179 8.75997 -4.70160 0.310
H -0.66724 4.64736 -4.34461 0.522
H -0.22349 6.13919 -3.45341 0.204
H 0.45704 7.28729 -5.59095 0.318
H -0.22822 5.88258 -6.60184 0.206
H 1.29788 4.67787 -5.00593 0.274
H -1.71713 7.34830 -2.50345 0.680
H -3.56389 8.13857 -1.62698 0.375
H -4.36994 6.56230 -1.62284 0.445
H -4.94133 7.37197 -4.31537 0.078
H -5.93192 7.63887 -2.85336 0.320
H -2.28443 5.19385 -1.25082 0.286
H -3.04980 3.25395 -2.78940 0.469
H -2.57463 4.30092 -5.12638 0.500
C 4.33703 2.19710 -3.66279 -1.172
C 3.07343 2.58175 -2.91321 -0.276
O 1.93538 1.81183 -3.27418 -0.380
C 2.02631 0.41018 -3.05135 -0.455
C 2.25068 0.03785 -1.59656 -0.865
H 4.17728 2.26380 -4.74072 0.301
H 5.15880 2.85844 -3.38541 0.410
H 4.64239 1.17296 -3.44076 0.286
H 2.82791 3.62052 -3.14934 0.317
H 3.23235 2.54017 -1.83112 0.341
H 2.79982 -0.02515 -3.69177 0.316
H 1.07669 -0.01506 -3.38265 0.270
H 3.20207 0.41904 -1.21992 0.317
H 2.25608 -1.04722 -1.47943 0.329
H 1.45858 0.45183 -0.96860 0.258
C 1.21264 -3.84498 1.63826 -0.819
C 0.38715 -2.57461 1.53743 -0.352
O 0.05653 -2.21081 0.20427 -0.397
C -0.70883 -3.14966 -0.53360 -0.317
C -2.06071 -3.45725 0.08774 -1.040
H 2.12627 -3.75528 1.04723 0.294
H 1.48137 -4.04034 2.67786 0.218
H 0.66585 -4.71385 1.26431 0.256
H 0.96754 -1.74566 1.94676 0.347
H -0.51954 -2.64769 2.14658 0.247
H -0.13282 -4.06716 -0.69223 0.331
H -0.86549 -2.70879 -1.52073 0.325
H -1.96181 -3.92380 1.06944 0.220
H -2.62455 -4.14057 -0.55101 0.396
H -2.64047 -2.53999 0.21629 0.284
C 3.89628 -2.93540 7.14425 -1.055
C 2.83807 -2.28837 6.26700 -0.378
O 2.12540 -3.20987 5.45848 -0.346
C 1.40078 -4.22098 6.14228 0.353
C 0.33083 -3.67790 7.07454 -1.215
H 4.59890 -3.50775 6.53565 0.292
H 4.44686 -2.17391 7.69864 0.390
H 3.45587 -3.62345 7.86869 0.267
H 3.32701 -1.59341 5.58130 0.319
H 2.14244 -1.69288 6.86740 0.321
H 2.08817 -4.88376 6.67664 0.255
H 0.92209 -4.82976 5.37339 -0.236
H 0.75767 -3.07897 7.88135 0.303
H -0.22798 -4.49922 7.52858 0.401
H -0.36740 -3.04075 6.52604 0.326
C -0.77373 -7.86468 4.94036 -1.098
C 0.45886 -7.50075 4.12975 -0.065
O 1.67278 -7.62085 4.85169 -0.328
C 1.98644 -8.91273 5.34825 -0.401
C 2.12255 -9.96647 4.26251 -1.028
H -0.82644 -7.25951 5.84801 0.250
H -1.67753 -7.69923 4.35179 0.416
H -0.76158 -8.91251 5.24684 0.303
H 0.38425 -6.45375 3.82755 0.037
H 0.50702 -8.08644 3.20599 0.340
H 1.25212 -9.21814 6.10118 0.325
H 2.94091 -8.81663 5.86914 0.317
H 1.18575 -10.12091 3.72351 0.263
H 2.41806 -10.92315 4.69834 0.388
H 2.87723 -9.66715 3.53168 0.292
```

- frontier orbital gap (Ha) = 0.208
- charge = +1
- total energy (eV) = -50028.7129
- energy relative to the best compared isomer or geometry (same formula, charge and spin) (kcal per mole) = 32.2
- E_HOMO (eV) = -10.747
- lowest unoccupied orbital energy (eV) = -5.09

---

# C6H8ClN3

The molecule C6H8ClN3 (the ωB97M-V functional and the def2-TZVPD basis, the OMol25 dataset).

The geometry in XYZ format:
```
18
Properties=species:S:1:pos:R:3:mulliken_charge:R:1
C -2.33970 -1.14557 0.50621 -0.438
C -1.97630 0.03648 1.12491 -0.513
C -1.53214 -1.67303 -0.49165 -0.490
C -0.81806 0.69760 0.75480 -0.259
C -0.37778 -1.02152 -0.87199 -0.271
C -0.01216 0.17262 -0.25156 0.309
N 1.48299 1.95212 -0.04059 -0.595
N 2.36660 -0.28432 -0.88640 -0.338
N 1.09954 0.86110 -0.73835 -0.017
Cl 3.05477 -0.53670 0.67485 -0.111
H -3.24678 -1.65405 0.79680 0.379
H -2.59730 0.44960 1.90742 0.350
H -1.81212 -2.59505 -0.97928 0.345
H -0.56114 1.62740 1.23441 0.424
H 0.26588 -1.41734 -1.64021 0.421
H 1.81998 1.77539 0.90905 0.229
H 2.13221 2.52413 -0.56867 0.248
H 3.05150 0.23112 -1.43977 0.329
```

- frontier orbital gap (Ha) = 0.334
- charge = 0
- total energy (eV) = -23341.5244
- energy relative to the best compared isomer or geometry (same formula, charge and spin) (kcal per mole) = 0.0
- E_HOMO (eV) = -8.447
- lowest unoccupied orbital energy (eV) = 0.65